(1)
ORCA calculation (ωB97M-V/def2-TZVPD) on a structure of composition C51H40N8O3PRuSe at a distorted geometry.

```
! wB97M-V def2-TZVPD RIJCOSX def2/J DEFGRID3
* xyz 3 5
Ru 0.749 -1.603 -1.006
C -6.508 10.246 0.682
O -6.053 9.663 -0.540
C -5.377 8.509 -0.478
C -4.961 7.973 -1.699
C -4.268 6.789 -1.734
C -3.966 6.104 -0.551
C -4.379 6.649 0.658
C -5.079 7.841 0.707
C -3.243 4.848 -0.624
N -2.851 4.244 -1.738
C -2.227 3.112 -1.329
C -2.220 2.996 0.044
N -2.878 4.119 0.481
C -1.642 1.895 0.720
C -1.638 1.688 2.113
C -1.086 0.546 2.632
C -0.517 -0.386 1.764
N -0.473 -0.201 0.450
C -1.029 0.909 -0.083
C -0.996 1.034 -1.511
N -0.359 0.065 -2.210
C -0.346 0.138 -3.534
C -0.975 1.160 -4.245
C -1.613 2.157 -3.551
C -1.618 2.112 -2.148
H -7.032 11.151 0.400
H -5.667 10.497 1.330
H -7.192 9.574 1.201
H -5.201 8.515 -2.605
H -3.946 6.370 -2.678
H -4.162 6.149 1.597
H -5.389 8.245 1.659
H -3.062 4.385 1.432
H -2.078 2.423 2.775
H -1.090 0.354 3.696
H -0.094 -1.304 2.153
H 0.208 -0.623 -4.062
H -0.940 1.156 -5.326
H -2.109 2.980 -4.051
C 3.718 -5.972 1.162
C 2.858 -6.307 0.124
C 1.717 -5.550 -0.111
C 1.439 -4.455 0.707
C 2.309 -4.116 1.752
C 3.440 -4.881 1.979
P -0.019 -3.432 0.458
C -1.228 -3.748 1.745
C -0.880 -4.475 2.884
C -1.878 -4.836 3.778
C -3.194 -4.459 3.546
C -3.529 -3.702 2.427
C -2.546 -3.333 1.526
C -0.771 -3.897 -1.096
C -1.599 -4.962 -1.428
C -1.895 -5.154 -2.768
C -1.377 -4.294 -3.744
C -0.579 -3.210 -3.409
C -0.301 -3.001 -2.059
H 4.605 -6.567 1.340
H 3.062 -7.170 -0.495
H 1.050 -5.827 -0.918
H 2.097 -3.274 2.407
H 4.103 -4.628 2.796
H 0.141 -4.782 3.062
H -1.626 -5.420 4.654
H -3.968 -4.758 4.242
H -4.556 -3.405 2.259
H -2.803 -2.745 0.652
H -1.983 -5.627 -0.664
H -2.521 -5.985 -3.067
H -1.610 -4.470 -4.786
H -0.229 -2.558 -4.193
O 2.974 -1.874 4.594
C 4.207 -1.171 4.654
N 4.085 0.229 4.333
C 3.739 0.717 3.112
O 3.337 1.841 2.914
C 3.836 -0.241 1.951
C 4.998 -0.879 1.544
C 4.938 -1.753 0.466
C 3.731 -1.959 -0.163
N 2.614 -1.293 0.190
C 2.680 -0.448 1.230
H 2.499 -1.760 5.424
H 4.855 -1.663 3.934
H 4.671 -1.244 5.635
H 3.954 0.887 5.090
H 5.934 -0.699 2.061
H 5.816 -2.286 0.125
H 3.644 -2.684 -0.959
H 1.787 0.096 1.494
Se 2.708 -2.792 -3.753
N 2.105 -1.461 -2.682
C 2.862 -0.376 -2.904
C 2.755 0.890 -2.264
C 3.610 1.875 -2.649
C 4.610 1.684 -3.662
C 4.761 0.494 -4.282
C 3.886 -0.577 -3.912
N 3.944 -1.783 -4.443
H 2.016 1.066 -1.496
H 3.540 2.846 -2.174
H 5.252 2.514 -3.924
H 5.515 0.323 -5.039
*
```

Properties
⟨S²⟩ = 6.033
Energy relative to the best compared isomer or geometry (same formula, charge and spin) = 58.23 kJ/mol
Molecular weight = 1023.9 u
HOMO energy (alpha / beta) = -13.17 / -13.17 eV
Orbital gap (alpha / beta) = 4.477 / 2.971 eV

Results of the Löwdin charge analysis, in e, for atoms 1 through 6: Ru 1.406; C -0.045; O -0.047; C -0.270; C 0.029; C -0.006



(2)
ORCA calculation (ωB97M-V/def2-TZVPD) on a structure of composition C51H41Br2N4O5RbS2 at a distorted geometry.

```
! wB97M-V def2-TZVPD RIJCOSX def2/J DEFGRID3
* xyz -2 1
Rb 0.403 0.430 0.530
C -2.877 8.184 7.374
O -2.434 8.439 6.068
C -2.015 7.350 5.322
C -2.021 6.044 5.790
C -1.608 5.017 4.965
C -1.176 5.248 3.661
C -1.158 6.564 3.209
C -1.574 7.600 4.025
C -0.771 4.053 2.892
C -1.780 3.102 2.691
C -3.187 3.363 2.935
C -3.842 2.207 2.680
C -2.827 1.236 2.315
N -1.623 1.818 2.279
C -3.111 -0.147 2.220
C -2.212 -1.202 2.397
C -2.600 -2.610 2.456
C -1.491 -3.307 2.782
C -0.421 -2.329 2.936
C 0.914 -2.511 3.282
C 1.495 -3.722 3.806
C 0.752 -4.567 4.643
C 1.335 -5.629 5.300
C 2.690 -5.886 5.142
O 3.370 -6.897 5.817
C 2.879 -7.227 7.089
C 3.443 -5.075 4.294
C 2.862 -4.007 3.648
C 1.653 -1.254 3.375
N 2.585 -0.788 2.563
C 2.723 0.548 2.886
C 3.198 1.559 2.053
C 4.014 1.306 0.888
C 3.956 2.160 -0.223
C 4.523 1.800 -1.426
C 5.173 0.574 -1.549
O 5.664 0.139 -2.773
C 4.639 -0.062 -3.728
C 5.340 -0.229 -0.426
C 4.779 0.137 0.779
C 2.447 2.787 2.213
C 2.819 4.155 2.378
C 1.664 4.828 2.690
C 0.604 3.863 2.634
N 1.119 2.652 2.344
C 1.955 0.841 4.075
C 1.260 -0.280 4.365
N -0.894 -1.095 2.629
C -4.543 -0.510 2.177
C -5.155 -1.013 3.318
C -6.497 -1.352 3.333
C -7.255 -1.199 2.182
O -8.605 -1.484 2.079
C -9.278 -1.860 3.246
C -6.648 -0.715 1.026
C -5.312 -0.368 1.025
H -3.182 9.146 7.790
H -2.082 7.759 8.000
H -3.731 7.496 7.382
H -2.338 5.807 6.794
H -1.615 4.005 5.342
H -0.834 6.777 2.202
H -1.564 8.620 3.670
H -3.616 4.308 3.222
H -4.897 2.016 2.778
H -3.588 -2.994 2.266
H -1.386 -4.372 2.883
H -0.285 -4.339 4.838
H 0.731 -6.234 5.963
H 3.694 -7.728 7.614
H 2.019 -7.907 7.039
H 2.582 -6.330 7.648
H 4.497 -5.284 4.178
H 3.450 -3.354 3.022
H 3.437 3.107 -0.136
H 4.433 2.450 -2.285
H 5.125 -0.366 -4.655
H 4.062 0.849 -3.902
H 3.949 -0.848 -3.397
H 5.891 -1.155 -0.518
H 4.884 -0.495 1.648
H 3.821 4.550 2.338
H 1.561 5.879 2.903
H 1.974 1.770 4.612
H 0.582 -0.457 5.181
H -4.567 -1.127 4.218
H -6.932 -1.733 4.245
H -10.326 -1.978 2.969
H -9.197 -1.093 4.026
H -8.901 -2.810 3.644
H -7.246 -0.622 0.133
H -4.855 0.004 0.120
Br 0.148 -2.852 -0.824
C -0.987 -2.243 -2.274
Br -2.601 -1.480 -1.564
H -1.265 -3.103 -2.884
H -0.458 -1.486 -2.851
C 2.319 3.553 -5.511
O 1.879 2.661 -4.518
C 1.403 1.454 -4.923
S 1.411 1.033 -6.530
S 0.855 0.488 -3.680
H 2.602 4.473 -4.999
H 1.522 3.753 -6.233
H 3.174 3.140 -6.057
*
```

Properties
Energy relative to the best compared isomer or geometry (same formula, charge and spin) = 159.71 kJ/mol
Molecular weight = 1099.3 u
HOMO energy (alpha / beta) = -1.19 / -1.20 eV
Orbital gap (alpha / beta) = 4.716 / 4.717 eV

Results of the Löwdin charge analysis, in e, for atoms 1 through 6: Rb 0.648; C -0.120; O -0.103; C -0.275; C -0.025; C -0.019



(3)
ORCA calculation (ωB97M-V/def2-TZVPD) on a structure of composition C51H41INOP2PbS3 at a distorted geometry.

```
! wB97M-V def2-TZVPD RIJCOSX def2/J DEFGRID3
* xyz 1 1
Pb 12.014 13.666 14.845
O 11.668 13.082 17.265
S 10.490 14.023 17.478
C 9.258 13.116 18.557
C 8.607 14.035 19.369
C 7.700 13.698 20.363
C 7.409 12.358 20.502
C 6.548 11.590 21.479
C 6.302 10.221 20.831
C 7.289 10.142 19.651
C 7.576 9.185 18.733
C 8.375 9.516 17.621
C 8.941 10.756 17.386
P 9.965 10.861 15.857
C 11.161 9.456 16.072
C 10.870 8.134 15.737
C 11.824 7.129 15.995
C 13.064 7.487 16.478
C 13.381 8.806 16.765
C 12.420 9.795 16.609
C 8.765 10.269 14.563
C 9.334 9.720 13.363
C 8.524 9.540 12.229
C 7.145 9.844 12.239
C 6.616 10.363 13.413
C 7.368 10.429 14.589
C 8.708 11.779 18.402
C 7.816 11.444 19.463
C 11.188 15.106 18.700
C 11.835 14.556 19.790
C 12.318 15.381 20.829
C 12.452 16.743 20.621
C 13.021 17.879 21.454
C 12.653 19.202 20.723
C 11.978 18.693 19.460
C 11.448 19.321 18.320
C 10.784 18.599 17.323
C 10.745 17.208 17.313
P 10.237 16.321 15.764
C 10.754 17.580 14.560
C 12.139 17.846 14.497
C 12.677 18.335 13.285
C 11.802 18.660 12.258
C 10.400 18.465 12.364
C 9.868 18.030 13.559
C 8.416 16.585 15.843
C 7.815 17.474 16.752
C 6.466 17.602 16.835
C 5.586 17.039 15.905
C 6.158 16.267 14.888
C 7.542 15.936 14.921
C 11.230 16.485 18.424
C 11.878 17.285 19.454
H 8.793 15.117 19.142
H 7.277 14.452 21.020
H 7.187 11.359 22.420
H 5.644 12.151 21.741
H 6.462 9.363 21.511
H 5.259 10.189 20.451
H 7.187 8.198 18.879
H 8.565 8.774 16.885
H 9.959 7.916 15.160
H 11.591 6.128 15.727
H 13.871 6.760 16.603
H 14.359 9.099 17.152
H 12.698 10.876 16.664
H 10.418 9.512 13.410
H 8.976 9.146 11.351
H 6.675 9.688 11.294
H 5.562 10.714 13.497
H 7.012 10.863 15.517
H 11.950 13.511 19.931
H 12.818 14.947 21.723
H 12.541 17.868 22.480
H 14.119 17.758 21.572
H 11.955 19.847 21.250
H 13.610 19.685 20.462
H 11.581 20.402 18.238
H 10.391 19.149 16.442
H 12.773 17.589 15.400
H 13.722 18.585 13.187
H 12.183 19.064 11.298
H 9.801 18.798 11.551
H 8.820 17.973 13.709
H 8.496 18.213 17.149
H 6.058 18.194 17.627
H 4.554 17.283 15.929
H 5.555 15.871 14.116
H 7.950 15.177 14.278
I 15.003 14.645 15.271
S 10.892 14.858 12.377
C 11.814 14.521 11.002
N 11.376 14.002 9.852
C 12.347 13.915 8.761
C 13.756 14.107 9.362
S 13.506 14.916 10.935
H 10.479 13.572 9.780
H 12.112 14.677 8.004
H 12.237 12.947 8.226
H 14.456 14.605 8.670
H 14.085 13.072 9.601
*
```

Properties
Energy relative to the best compared isomer or geometry (same formula, charge and spin) = 50.63 kJ/mol
Molecular weight = 1176.1 u
HOMO energy = -9.94 eV
Orbital gap = 6.879 eV

Results of the Löwdin charge analysis, in e, for atoms 1 through 6: Pb 0.827; O -0.734; S 0.816; C -0.234; C -0.098; C -0.012



(4)
ORCA calculation (ωB97M-V/def2-TZVPD) on a structure of composition C51H41INOP2PbS3 at a distorted geometry.

```
! wB97M-V def2-TZVPD RIJCOSX def2/J DEFGRID3
* xyz 1 1
Pb 0.005 -1.216 -2.027
O -0.947 1.023 -1.588
S -1.073 0.834 -0.065
C -0.586 2.352 0.815
C -1.353 2.465 1.974
C -1.295 3.613 2.798
C -0.474 4.670 2.441
C -0.257 6.012 3.027
C 1.143 6.521 2.354
C 1.442 5.461 1.342
C 2.399 5.375 0.317
C 2.543 4.151 -0.382
C 1.609 3.103 -0.323
P 2.080 1.739 -1.503
C 2.105 2.561 -3.068
C 3.214 3.246 -3.596
C 3.144 3.896 -4.831
C 1.997 3.791 -5.635
C 0.873 3.118 -5.135
C 1.003 2.449 -3.921
C 3.805 1.364 -1.080
C 4.600 0.743 -2.007
C 5.821 0.163 -1.715
C 6.343 0.218 -0.442
C 5.592 0.854 0.547
C 4.358 1.457 0.221
C 0.496 3.223 0.580
C 0.495 4.395 1.430
C -2.848 0.809 0.234
C -3.562 1.878 -0.306
C -4.953 2.013 -0.178
C -5.680 0.964 0.394
C -7.121 0.766 0.709
C -7.259 -0.605 1.477
C -5.820 -1.085 1.510
C -5.231 -2.195 2.026
C -3.816 -2.356 1.997
C -2.967 -1.460 1.313
P -1.246 -1.931 1.019
C -1.461 -3.711 0.876
C -2.237 -4.204 -0.193
C -2.053 -5.493 -0.620
C -1.125 -6.319 0.047
C -0.407 -5.862 1.104
C -0.644 -4.563 1.623
C -0.461 -1.708 2.655
C -1.258 -1.536 3.818
C -0.642 -1.238 5.078
C 0.720 -1.430 5.237
C 1.467 -1.773 4.117
C 0.889 -1.835 2.838
C -3.573 -0.265 0.818
C -4.974 -0.131 0.903
H -2.019 1.633 2.297
H -1.910 3.613 3.694
H -1.118 6.728 2.748
H -0.280 6.092 4.123
H 0.994 7.541 1.957
H 1.908 6.644 3.150
H 3.175 6.117 0.215
H 3.362 4.096 -1.059
H 4.138 3.366 -3.008
H 3.856 4.638 -5.109
H 2.008 4.255 -6.631
H -0.017 3.013 -5.760
H 0.101 1.966 -3.467
H 4.279 0.552 -3.046
H 6.398 -0.245 -2.493
H 7.304 -0.155 -0.135
H 5.964 0.841 1.601
H 3.942 2.030 1.041
H -2.962 2.602 -0.793
H -5.374 2.884 -0.716
H -7.458 1.641 1.332
H -7.767 0.761 -0.191
H -7.747 -0.472 2.451
H -7.949 -1.325 0.979
H -5.838 -2.974 2.488
H -3.383 -3.216 2.550
H -3.027 -3.545 -0.669
H -2.680 -5.910 -1.404
H -1.012 -7.355 -0.326
H 0.324 -6.486 1.576
H -0.215 -4.251 2.546
H -2.342 -1.551 3.896
H -1.266 -0.897 5.876
H 1.186 -1.372 6.193
H 2.488 -2.010 4.207
H 1.536 -1.898 1.988
I -2.364 -2.056 -3.992
S 1.466 -3.576 -1.087
C 2.068 -4.599 -2.290
N 3.355 -5.019 -2.432
C 3.612 -5.926 -3.597
C 2.393 -5.896 -4.533
S 1.049 -5.259 -3.544
H 4.081 -4.531 -1.908
H 3.781 -6.962 -3.265
H 4.500 -5.588 -4.185
H 2.162 -6.940 -4.817
H 2.481 -5.310 -5.478
*
```

Properties
Energy relative to the best compared isomer or geometry (same formula, charge and spin) = 38.56 kJ/mol
Molecular weight = 1176.1 u
HOMO energy = -9.81 eV
Orbital gap = 6.830 eV

Results of the Löwdin charge analysis, in e, for atoms 1 through 6: Pb 0.845; O -0.744; S 0.827; C -0.284; C -0.074; C 0.000